(1)
Entry from the Open Molecules 2025 dataset: a cluster of 11 separate species, H22O11 in total (ωB97M-V/def2-TZVPD).

```
33
Properties=species:S:1:pos:R:3:forces:R:3
H -4.20599 -1.63276 2.75889 -0.288 -0.969 0.341
H 4.09366 -2.24151 -2.08515 0.513 0.310 -0.427
H -3.51927 1.53424 2.29506 -0.072 -0.466 -0.298
H 2.74957 -1.23533 0.52447 0.245 1.001 -0.134
H -3.25545 0.70779 0.90841 0.036 2.529 1.456
H 2.73418 2.08631 -0.22286 -1.402 -0.933 0.379
H -0.11603 -0.73378 0.38164 0.650 0.644 0.161
H 2.10276 3.85383 -2.74649 1.066 2.709 0.923
H -4.06516 -0.97378 -0.53262 -0.541 -0.502 -1.903
H 0.52371 3.80117 1.42434 2.218 2.808 -2.504
H 0.11012 -1.68823 -4.24738 0.093 -0.190 0.448
H 0.61549 2.32704 1.87325 -0.266 0.814 -0.470
H 3.26707 -2.39090 1.45512 -1.526 0.796 -1.392
O 2.23163 1.22720 -0.09113 -0.422 3.482 0.363
O -0.50696 0.16130 0.32735 -2.827 -2.290 -0.503
O -3.13892 1.58703 1.40807 0.018 -1.491 -1.472
O 0.12645 3.16957 1.91484 -1.973 -3.618 2.880
H 0.57782 -2.26116 -2.81933 0.626 0.937 -2.173
H -3.67718 -0.51256 1.93293 -0.307 -0.088 1.025
O 0.88987 -1.87238 -3.70365 -0.723 -0.692 1.607
O -4.09196 -0.69347 2.79956 0.482 0.564 -0.936
H -1.46494 -0.19159 0.16908 2.350 1.539 0.393
H 2.95146 0.69955 -0.29852 1.971 -2.434 -0.818
H 3.27433 -3.13312 -1.21199 -0.464 0.764 -0.605
H -0.29977 -0.66720 3.33397 1.318 -1.025 -0.184
H -3.29917 -0.58461 -1.74237 0.755 0.503 -0.800
H 1.34607 2.69949 -2.65674 0.002 -0.750 -0.799
O -4.07345 -1.08923 -1.53373 -0.248 -0.003 2.635
H 0.95717 -0.03008 3.09130 1.261 1.462 -0.338
O 3.18571 -2.49944 -1.96134 -0.018 -0.992 0.895
O 2.59209 -2.13602 0.74788 1.173 -1.983 1.802
O 0.66121 -0.91198 3.18470 -2.625 -0.437 0.532
O 1.94929 3.12831 -3.29069 -1.076 -1.997 -0.084
```
Forces are in eV/Å.

Properties
Orbital gap ... 10.44 eV
SMILES ... O.O.O.O.O.O.O.O.O.O.O
Net charge ... 0
Highest occupied orbital energy ... -10.93 eV
Relative energy (zero: lowest compared OMol25 entry of this formula, charge and spin) ... 4.440 eV

---

(2)
Entry from the Open Molecules 2025 dataset: a cluster of 11 separate species, H22O11 in total (ωB97M-V/def2-TZVPD).

```
33
Properties=species:S:1:pos:R:3:forces:R:3
H 1.96517 0.88159 -4.12968 0.322 -0.106 -0.334
O -3.78261 -0.98570 0.57096 -0.444 -0.919 0.270
O 2.08017 -1.71895 0.09592 1.859 -1.357 -0.054
H -0.00204 0.20969 2.18468 -0.146 -0.396 -0.216
H -3.06417 -1.61549 0.69813 0.383 0.207 -0.114
O 0.13912 -2.76197 2.89290 -0.429 0.085 0.646
O 1.84241 0.83269 1.98049 -0.333 -0.387 -0.668
O -0.18314 2.59440 0.00285 1.129 0.343 0.809
H 0.94382 3.21233 -2.77433 -0.533 0.805 -1.253
H -0.56245 -0.32659 0.25664 -0.982 -0.780 1.289
O -0.80452 -0.33057 2.02664 0.974 0.221 0.186
H -0.11222 -1.87304 2.62152 0.144 0.056 -0.489
H 1.13051 1.38526 -3.01318 0.102 0.421 0.828
H 1.92584 1.51556 2.61570 0.087 1.008 1.328
O 1.45589 2.91414 -2.04724 1.268 -0.256 -0.107
O -0.03962 -0.12667 -0.49621 1.152 1.079 -1.136
H 2.64515 0.94483 1.46787 0.161 -0.473 -0.457
H 1.46325 -1.02977 0.13442 -1.915 1.779 0.302
H 0.86088 3.01091 -1.31948 -0.630 0.051 1.007
O 1.26848 0.60655 -3.53734 -0.149 -0.802 -0.582
H 0.05548 0.84153 -0.38839 0.319 -0.479 -0.169
H -1.11438 2.57030 0.12541 -1.521 0.035 -0.040
H -0.65465 -3.47210 0.48139 -0.294 0.108 0.809
H -4.53021 -1.61463 0.55913 0.161 0.733 -0.092
H 0.63344 -2.89139 -0.12195 0.455 0.204 0.223
O -1.80189 0.52357 -2.34207 -1.459 1.521 -1.378
H -0.35565 -2.78155 3.72396 0.242 -0.549 0.023
H -1.15502 0.22279 -1.74731 1.319 -1.658 1.476
O -0.01497 -3.59220 -0.20354 -0.157 -0.617 -1.006
H -1.53672 0.23485 2.21213 -1.067 0.456 0.319
H -1.34102 1.31215 -2.64160 -0.351 0.164 -0.665
H 2.46082 -1.51632 -0.76014 0.358 -0.385 -0.402
H 0.18483 2.82380 0.87171 -0.022 -0.114 -0.353
```
Forces are in eV/Å.

Properties
Orbital gap ... 9.15 eV
SMILES ... O.O.O.O.O.O.O.O.O.O.O
Net charge ... 0
Highest occupied orbital energy ... -9.95 eV
Relative energy (zero: lowest compared OMol25 entry of this formula, charge and spin) ... 2.215 eV

---

(3)
Entry from the Open Molecules 2025 dataset: a cluster of 11 separate species, H22O11 in total (ωB97M-V/def2-TZVPD).

```
33
Properties=species:S:1:pos:R:3:forces:R:3
H 0.55303 -0.07091 -0.69597 -0.023 -0.173 -0.718
H -2.70697 0.27209 0.04203 -0.289 0.134 0.546
H -1.35097 1.53109 -1.77597 0.024 1.386 -0.628
H 0.99303 -0.74691 1.83903 -0.204 -0.761 0.107
H 0.26503 -2.66891 -0.42397 -2.036 0.424 0.184
H -0.75897 -0.79091 -2.75397 -1.393 -0.063 -0.451
H 0.66103 -0.55991 -3.13297 -0.172 0.030 0.446
H 0.11803 -1.78891 2.66303 0.382 0.186 -0.306
O 2.71903 -1.55791 -1.89697 0.168 -0.297 -1.241
O -2.25097 0.25609 -0.79097 -0.545 0.614 -0.914
H 2.42403 1.07709 2.36203 -0.234 0.052 -0.239
O -1.20997 2.39209 -2.26697 0.087 -1.139 0.577
H -1.78097 -0.56691 -0.75697 0.623 -1.049 0.080
H -2.29797 -2.65791 -0.27497 -1.758 -0.900 -0.653
H -0.15197 0.20509 0.61903 -0.488 0.479 0.094
O 0.09303 -0.72591 -2.36397 1.145 0.196 -0.358
H -1.94297 2.94609 -1.99097 -0.152 -0.007 -0.070
H -1.52397 1.29309 2.48503 0.213 0.127 1.383
H -0.35897 3.68509 0.15603 0.066 0.336 -0.438
O 0.69003 -0.04291 0.24703 0.617 0.070 0.568
O 0.26103 3.22609 0.72103 0.032 0.442 0.061
H 2.96903 -0.68991 -1.65197 0.631 1.442 1.389
O 0.93003 -1.26791 2.66203 -0.037 0.188 0.494
O -1.48097 1.21509 1.54803 -0.315 -0.573 -0.566
H -1.42297 -2.24091 0.82703 0.402 0.070 0.595
H -0.19597 2.40409 0.89703 0.406 -0.419 0.201
O 2.14903 1.69409 3.04803 0.442 -0.142 0.196
H 2.60703 -1.36791 -2.83397 -0.068 -0.872 -0.339
O -1.43397 -2.34891 -0.12097 0.628 0.844 0.217
H 2.78403 1.49109 3.74803 -0.263 0.145 0.044
O 1.08603 -3.09291 -0.43297 1.380 -1.337 0.265
H 1.57703 -2.43591 -0.91097 1.014 0.185 -0.379
H -2.01097 1.93409 1.21103 -0.281 0.381 -0.146
```
Forces are in eV/Å.

Properties
Orbital gap ... 9.41 eV
SMILES ... O.O.O.O.O.O.O.O.O.O.O
Net charge ... 0
Highest occupied orbital energy ... -9.78 eV
Relative energy (zero: lowest compared OMol25 entry of this formula, charge and spin) ... 2.516 eV

---

(4)
Entry from the Open Molecules 2025 dataset: a cluster of 11 separate species, H22O11 in total (ωB97M-V/def2-TZVPD).

```
33
Properties=species:S:1:pos:R:3:forces:R:3
H -3.40393 -0.11187 -1.28048 0.216 0.137 -0.258
H -1.86300 2.50719 0.02248 -0.425 0.214 0.241
O -4.35656 -0.01942 -1.29343 -0.421 -0.085 0.408
H 3.41120 0.54861 2.02722 0.491 0.144 0.225
H -1.88341 1.04466 0.41294 -0.315 0.044 0.839
H 4.49859 -1.25320 -0.36736 0.818 -0.039 0.146
O 0.18075 -0.65592 0.07299 0.307 -0.365 0.387
H -1.74425 0.84855 3.15452 0.023 0.147 0.258
O -1.77285 -0.88077 -2.05851 0.318 0.130 0.424
H -0.10447 2.09641 -1.02648 -0.929 -0.536 0.524
H -1.48795 -2.00588 0.70960 0.308 -0.120 -0.110
O -1.66682 1.63181 -0.31134 0.510 0.222 -0.760
O -2.26058 0.62249 2.38087 0.017 0.583 -0.346
H -2.72161 -2.58247 1.37106 -0.425 -0.140 0.144
O 1.81237 -2.10605 1.66714 1.038 -0.799 0.132
O -1.90894 -2.11429 1.56238 0.226 0.221 -0.025
O 2.64491 0.64784 1.46224 -0.153 -0.515 -0.260
H -1.89139 -0.20788 2.08019 -0.104 -0.931 0.150
H 1.27672 -2.04915 0.87589 -0.823 0.006 -0.486
H 2.07872 1.26079 1.93122 -0.305 0.371 0.150
O 3.32484 1.51542 -1.21008 1.635 -0.537 0.452
H 0.63200 3.08547 -1.90470 0.039 0.274 -0.278
H 2.45876 1.92204 -1.23862 -1.778 0.618 0.139
H -4.55702 0.27523 -2.18183 -0.090 0.081 -0.181
H 0.87635 -0.00940 -0.04702 0.125 0.364 -0.049
H 1.91012 -1.19888 1.95650 -0.180 0.681 0.321
O 0.72651 2.23197 -1.48182 1.153 0.189 -0.339
H -1.69464 -1.06708 -2.99414 0.027 0.053 -0.356
H 3.07426 -1.12337 0.12896 -0.501 0.288 0.641
H -0.54819 -0.32428 -0.45131 -0.263 0.175 -0.750
H 3.24009 0.73187 -1.75330 0.078 -0.591 -0.646
O 3.60088 -1.52037 -0.56479 -0.448 0.156 -0.643
H -1.88149 -1.74005 -1.65097 -0.166 -0.439 -0.095
```
Forces are in eV/Å.

Properties
Orbital gap (alpha / beta) ... 9.94 / 2.83 eV
Multiplicity ... 2
Net charge ... +1
Highest occupied orbital energy (alpha / beta) ... -13.26 / -13.25 eV
Relative energy (zero: lowest compared OMol25 entry of this formula, charge and spin) ... 0.825 eV

---

(5)
Entry from the Open Molecules 2025 dataset: a cluster of 11 separate species, H23O11 in total (ωB97M-V/def2-TZVPD).

```
34
Properties=species:S:1:pos:R:3:forces:R:3
H -3.08029 3.51417 -0.39824 0.638 -0.695 2.303
O 1.02062 -1.15776 -3.56695 2.302 2.455 3.666
O -1.02016 -2.04272 0.76506 4.968 -0.492 5.829
H -2.98496 3.08915 1.18082 -2.008 -0.072 1.247
O 1.24509 -3.65499 0.32331 -1.187 1.462 -0.367
H -1.54492 0.32444 -0.17646 1.313 -1.108 -1.897
O -0.03995 2.04803 2.08131 -6.062 -3.273 -1.967
H 0.39203 3.78668 -1.13508 -0.488 0.445 -0.537
H 1.81386 0.04494 -1.99787 0.241 -0.241 1.392
H -3.41739 -0.90876 -0.95168 1.486 -2.261 -1.797
O 2.05953 -0.16957 -1.05024 -0.162 -3.711 -1.565
H 2.70957 0.74305 0.36214 -1.977 0.756 2.702
H -1.62866 -1.85342 0.18295 -4.833 1.349 -5.352
O 0.79014 -0.79967 1.97097 2.396 -3.039 -1.748
H 0.82583 2.13288 2.22557 4.500 1.985 1.399
O 1.02899 3.29335 -0.64579 -8.519 1.416 6.983
H -1.86028 0.88678 1.01548 -0.162 0.894 1.510
H 1.19489 -4.09948 -0.52231 0.387 -0.521 0.059
O -2.94642 -1.70977 -1.46442 -1.684 -0.275 5.038
H 1.24595 -0.98664 -4.42360 0.899 0.656 -3.609
O -2.52349 3.25187 0.39908 1.096 1.880 -3.327
H 1.71519 -0.28972 1.50861 -1.719 0.247 1.314
O -2.24447 0.84160 0.15525 -1.001 -0.846 -0.001
H 0.29025 -1.50117 1.36750 0.389 1.670 0.826
H 1.83141 -4.06980 0.93091 0.779 -0.930 0.328
H 0.18534 -0.10267 2.08757 -1.569 2.233 0.402
H 1.70263 3.13593 -1.09703 9.086 -1.865 -6.468
H -0.61384 -2.89115 0.71844 0.046 -1.465 -0.715
H 0.39311 -1.79446 -3.55871 -3.187 -3.039 -0.057
H -3.05915 -2.46165 -0.69647 -0.024 2.445 -3.154
H -0.85314 2.48261 2.32932 1.249 1.095 0.593
H 2.07959 -1.24285 -1.12564 0.053 3.889 0.358
H 3.00909 1.21418 1.84633 2.593 0.783 2.024
O 2.28399 0.94661 1.35991 0.160 -1.829 -5.412
```
Forces are in eV/Å.

Properties
Orbital gap ... 10.06 eV
Net charge ... +1
Highest occupied orbital energy ... -12.99 eV
Relative energy (zero: lowest compared OMol25 entry of this formula, charge and spin) ... 6.624 eV

---

(6)
Entry from the Open Molecules 2025 dataset: a cluster of 11 separate species, H23O11 in total (ωB97M-V/def2-TZVPD).

```
34
Properties=species:S:1:pos:R:3:forces:R:3
H -0.28620 1.61745 -2.72579 0.233 -0.169 -1.632
H -1.40456 -2.69975 2.12396 0.416 -1.366 -1.996
H 0.98515 -0.82301 -0.36682 -3.028 0.121 -1.248
O -1.09071 0.70685 1.09307 3.059 1.785 -1.709
O 0.23874 -3.55008 -2.17530 0.289 1.207 1.058
O 0.05941 -0.58620 -0.84671 1.774 -2.126 3.264
H 2.98041 -1.52908 -1.35140 -0.502 1.413 0.647
H 2.50728 0.46374 2.42814 -0.450 1.453 -1.873
H -1.14675 -4.18973 1.92691 -0.225 1.400 -1.573
H -1.34732 1.86005 4.25597 -1.725 -1.264 1.986
H 0.37548 1.49548 4.10825 -4.728 1.846 -0.261
O 2.72737 -0.55756 -1.36573 0.671 -2.610 1.856
H 3.07939 1.30701 1.24348 0.457 0.080 -0.263
O -3.36220 -0.59894 0.34667 2.697 -2.746 1.933
H -0.99661 0.12180 0.12040 1.255 0.935 1.308
H -1.99614 0.96229 1.19603 -1.559 0.326 0.111
O -0.54872 2.02910 3.84045 6.501 -0.981 -1.459
H -4.11059 -0.81266 -0.20815 -0.153 -0.521 -0.112
H 0.35206 2.78881 2.18399 0.039 2.114 0.045
H 0.45775 0.14853 -1.25399 0.258 2.205 -1.644
H -0.30185 2.81841 -1.76499 0.019 -0.165 -0.233
H 0.53926 -1.06447 -3.67888 2.349 1.516 -1.055
H 1.70935 -0.88710 -4.76349 -0.300 -0.023 0.109
H -0.49177 1.64026 1.09325 -2.097 -3.121 -0.315
H 0.60006 4.22641 1.63416 5.415 4.336 -1.745
O 1.29468 -0.43483 -4.01657 -2.032 -1.566 1.059
H -0.23826 -3.27563 -1.37152 0.414 0.098 -0.292
H -0.32614 -4.22032 -2.50618 -0.691 -1.192 -0.781
O -0.42184 1.86336 -1.83312 -0.211 0.513 1.740
H 2.92473 -0.44385 -2.26598 -0.046 1.133 -2.356
O -0.01054 3.65378 1.84727 -5.284 -6.353 1.512
O 2.25171 1.08573 1.66347 -0.237 -1.563 2.127
O -1.26077 -3.36073 1.35162 -0.195 0.106 3.574
H -2.88181 -1.50849 0.70173 -2.384 3.180 -1.781
```
Forces are in eV/Å.

Properties
Orbital gap ... 11.11 eV
Net charge ... +1
Highest occupied orbital energy ... -14.07 eV
Relative energy (zero: lowest compared OMol25 entry of this formula, charge and spin) ... 5.311 eV